Molecular formula: C4H12
Method: DFT, ωB97M-V/def2-TZVPD

The geometry in XYZ format:
```
16
Properties=species:S:1:pos:R:3:forces:R:3
H -2.892951 0.081766 1.525007 -0.97 0.06 0.95
H -2.656714 1.766035 -0.255038 -0.14 0.66 -0.59
C 2.332214 -0.135600 -0.063382 -2.76 -1.99 -0.28
H 2.335992 -0.543897 0.991243 -0.37 0.61 0.30
H -2.703671 0.037748 -0.864177 1.23 1.74 1.50
H -1.588662 1.352870 1.907469 -0.76 -0.53 -0.29
H 2.513457 -1.839609 -1.204002 0.46 -0.79 -0.64
H 0.754002 -1.563582 -0.489210 1.06 0.69 -1.40
C 1.711439 -1.153184 -0.968794 -0.66 1.76 1.41
H -1.140390 0.877314 -0.881589 -0.45 0.45 0.77
H -1.169739 -0.352685 1.508482 -1.17 1.23 -0.52
H 1.594514 -0.666551 -2.043339 -0.34 -0.98 0.81
C -1.941010 0.487232 1.298888 2.81 -0.69 -1.90
H 3.320981 0.059713 -0.247185 2.33 0.85 -0.73
H 1.589177 0.712370 0.024318 0.18 -0.14 0.51
C -2.058639 0.880058 -0.238691 -0.46 -2.93 0.07
```
Positions in Å, forces in eV/Å.

Computed properties:
E_tot   -4329.8302 eV
LUMO level (spin up / spin down)   -3.29 / -11.65 eV
Relative energy (zero: lowest compared OMol25 entry of this formula, charge and spin)   1.402 eV
Total charge   +1
E_HOMO (spin up / spin down)   -15.6 / -14.8 eV
Multiplicity   2

=====

Molecular formula: C11H19NOOs
Method: DFT, ωB97M-V/def2-TZVPD

The geometry in XYZ format:
```
33
Properties=species:S:1:pos:R:3:forces:R:3
H 2.294333 -1.560338 3.076764 0.01 0.16 -0.27
C 0.424716 2.174073 0.592319 -0.97 2.01 -0.05
Os 0.191954 0.173706 -0.207415 -4.38 -0.07 2.30
C -1.588392 -0.882670 -1.466593 0.28 -0.49 0.38
C 1.332610 -2.004953 3.333657 0.53 -0.46 -0.17
C -0.743841 2.094452 -0.219922 0.18 0.71 0.54
C -0.730950 -1.896615 -0.956707 -0.70 -0.93 -0.89
N 1.844715 0.315631 0.214323 8.07 0.46 2.04
H 1.461118 -2.362358 4.360309 -0.27 0.18 0.07
C 0.483211 0.155495 4.099851 0.09 0.67 0.22
H -1.052597 -2.066045 4.745449 0.23 0.08 0.07
H -0.702858 2.514524 -1.234029 -0.16 -0.14 0.57
H 1.268741 2.749510 0.186248 -0.26 -0.63 0.16
H 0.320927 2.247427 1.679771 0.06 -0.48 -0.38
H 2.625309 0.321548 0.915268 -1.29 -0.09 -0.69
H -1.185708 0.881345 -2.793386 0.16 -0.28 0.17
H -0.305378 0.907249 4.068393 -0.08 0.05 -0.18
H 1.194848 -2.901827 2.729217 -0.10 0.07 -0.22
C -1.088845 -1.715674 3.711260 -0.46 -0.19 0.06
C 0.595726 -1.633493 -1.423296 -0.39 -0.07 -0.12
H -1.927221 -1.024437 3.618890 -0.04 0.02 0.00
H -2.667101 -0.845758 -1.325256 0.39 0.16 0.11
H 1.430464 0.632244 3.847047 0.05 0.09 -0.27
H -1.304335 -2.575418 3.075789 0.00 -0.02 -0.03
C 0.173391 -1.027317 3.197194 -0.47 -0.38 -0.07
C -0.806439 0.017735 -2.253969 0.02 -0.69 -1.25
H 1.386720 -0.008445 -2.777672 -0.25 -0.10 0.16
H 1.465056 -2.254920 -1.225279 -0.21 0.31 -0.04
H -1.037438 -2.752939 -0.356433 0.17 0.49 -0.09
O -0.153318 -0.672271 1.865465 -0.01 0.27 -0.32
H -1.726584 2.018556 0.262065 0.33 0.07 -0.30
C 0.548982 -0.445201 -2.242678 -0.45 -0.51 -1.38
H 0.583401 -0.129201 5.152314 -0.08 -0.26 -0.11
```
Positions in Å, forces in eV/Å.

Computed properties:
E_tot   -17712.8575 eV
LUMO level (spin up / spin down)   0.50 / -0.76 eV
Total charge   0
E_HOMO (spin up / spin down)   -5.7 / -7.9 eV
Multiplicity   5

=====

Molecular formula: C3H12O2S
Method: DFT, ωB97M-V/def2-TZVPD

The geometry in XYZ format:
```
18
Properties=species:S:1:pos:R:3:forces:R:3
H 1.593253 -2.094815 1.472848 0.02 -0.17 -0.11
H -1.933737 1.197099 -1.156536 0.40 0.16 0.07
H 1.196422 0.077432 0.101688 0.18 -0.32 -0.07
H 3.080937 -1.373408 0.893719 0.32 0.02 -0.11
H -1.160027 -0.998462 0.314774 0.14 -0.31 -0.07
H 2.553520 -1.171663 2.587163 0.15 0.12 -0.02
H -2.027631 -1.091565 1.827524 0.11 0.10 0.02
H -0.651179 -2.128032 1.629525 0.38 0.06 -0.03
H 2.091625 0.898267 1.331740 -0.25 0.19 0.21
H -0.714805 2.792023 -3.694174 0.04 -0.08 -0.07
O -0.668193 2.438544 -4.588325 -0.10 0.09 -0.04
H 0.137956 1.919078 -4.631033 0.06 -0.01 0.08
C 2.234338 -1.219650 1.547467 -0.75 -0.11 0.17
C 1.455991 0.029025 1.161685 0.05 0.23 -0.19
C -1.026739 -1.139012 1.387746 -0.76 0.37 -0.06
S -0.115887 0.270915 2.045356 0.39 -0.22 0.21
O -2.808220 1.007050 -1.491412 -0.21 -0.15 0.04
H -3.237626 0.587173 -0.739755 -0.16 0.00 -0.04
```
Positions in Å, forces in eV/Å.

Computed properties:
SMILES   CCSC.O.O
E_tot   -18235.6113 eV
LUMO level   0.42 eV
Relative energy (zero: lowest compared OMol25 entry of this formula, charge and spin)   0.471 eV
Total charge   0
E_HOMO   -8.9 eV

=====

Molecular formula: C37H49F3FeN2O3SSbSi3
Method: DFT, ωB97M-V/def2-TZVPD

The geometry in XYZ format:
```
100
Properties=species:S:1:pos:R:3:forces:R:3
C 3.038263 -3.607583 -3.875730 0.09 -0.11 -0.03
H 3.938083 -2.032286 0.373783 0.24 0.10 0.01
C -1.093062 -5.517966 -1.476094 -0.07 -0.35 0.06
C 1.374111 3.376996 -2.257320 0.01 -0.19 0.05
H 0.301394 4.644424 4.310009 -0.14 -0.15 0.14
H -2.003152 3.625944 3.647142 -0.04 -0.09 0.14
H 2.263136 -2.055987 -0.158128 -0.12 0.01 -0.24
C -0.408927 -2.962538 4.319814 -0.31 -0.42 0.35
H -1.511775 -6.174266 -2.228250 -0.04 -0.05 -0.03
C 3.318383 4.063962 2.386149 -0.74 -0.07 -0.13
H 2.466978 5.937291 0.131086 0.13 -0.09 -0.18
C -0.843442 -4.203916 -1.795196 0.35 0.39 0.24
C 2.647292 -1.700896 -5.264687 0.16 0.00 -0.22
H -1.287673 6.149915 -0.468407 0.09 0.06 -0.24
C -0.285055 -3.317004 -0.846760 -0.11 -1.58 0.17
F -2.776046 0.051498 -4.277408 0.14 0.24 0.02
H -0.035635 -5.519938 1.731117 -0.01 0.01 0.05
O -2.704361 -0.255214 -0.486112 0.35 -0.15 0.66
H -3.381511 4.417598 2.901986 -0.22 -0.06 -0.12
H -2.362237 -3.622255 4.938399 0.00 -0.09 -0.03
C 1.447480 -1.931467 -3.175712 0.12 -0.23 -0.64
C -1.637110 -1.404515 2.491393 0.18 -0.19 -0.06
H -2.037905 5.377317 3.478886 0.13 0.22 0.10
H 3.972464 0.600960 0.584873 0.09 -0.02 -0.25
C -0.801224 -6.011703 -0.211004 0.00 0.03 0.01
C 2.909979 -2.145882 0.707025 -0.18 0.41 0.51
H 3.390316 3.290593 3.140624 0.02 -0.19 0.12
Sb -0.337381 1.489075 2.391027 1.04 0.20 1.22
C 0.461461 -1.380651 -2.257042 0.07 -0.44 0.09
H 0.324128 6.272007 3.666295 -0.16 0.18 -0.09
C -2.402762 -2.231260 3.273088 -0.05 -0.06 0.25
S -2.643627 0.561177 -1.687021 -1.11 -0.58 -1.50
C 3.504500 0.721485 1.556604 -0.46 -0.39 0.15
F -2.258300 -1.747513 -3.229880 0.11 0.28 0.38
H 4.000155 -3.289213 -5.769169 0.04 -0.01 -0.02
C -1.706398 6.052854 0.527129 0.40 -0.66 0.18
C 0.985847 1.687281 4.139328 -0.63 0.23 -0.16
H 0.370997 -3.164632 1.185600 0.08 0.00 0.11
C 0.914922 5.370297 3.790519 0.07 -0.33 -0.62
H -1.050621 -3.839279 -2.788994 -0.06 0.07 -0.09
H 1.932112 -3.686274 -2.049817 0.00 -0.08 0.10
Fe -0.444506 -0.194274 -0.033812 0.49 -1.11 0.11
H 2.432821 6.969929 1.544418 0.13 0.05 0.24
C -0.227991 -1.357930 2.679268 -0.75 -0.32 0.57
H 3.747747 3.675065 1.468829 0.09 -0.11 -0.19
C -1.790696 -3.003717 4.261661 -0.05 0.02 -0.11
H 2.870340 1.595438 1.504494 0.01 0.19 0.04
H 1.753669 5.616631 4.434913 0.23 0.02 0.04
C -2.959204 -0.618027 -3.129411 -0.17 -0.08 -0.16
H -2.091454 -0.843598 1.681909 -0.11 -0.05 0.21
Si 1.531275 4.690217 2.107603 0.48 0.58 0.41
H 2.008313 1.839898 3.819221 0.14 0.00 -0.18
H 2.081366 0.300217 -1.072551 0.02 -0.06 -0.12
H 0.676888 2.496302 4.790657 0.01 0.18 0.17
F -4.247312 -0.976308 -3.083744 -0.19 0.00 0.17
N 1.115515 1.774443 -0.037481 -0.18 -0.18 -0.44
H -0.995769 -7.048828 0.027509 0.00 -0.03 0.04
H 1.230784 -0.281489 -4.522557 -0.08 0.09 -0.02
C 1.885967 2.085268 -2.267512 0.09 0.12 -0.09
H 3.943086 4.892690 2.711726 -0.06 0.28 0.03
C 1.741831 -1.217877 -4.342869 -0.07 -0.09 0.19
H 0.386577 4.858694 -1.071416 0.01 0.20 0.02
C 0.781915 3.858936 -1.108474 0.09 0.01 -0.12
O -1.307923 1.097277 -1.898519 0.56 -0.06 0.21
C 3.297255 -1.421612 3.653108 -0.45 0.16 -0.53
C 1.714742 1.317484 -1.135506 0.28 0.10 -0.17
H 2.846664 -1.139339 -6.167285 0.02 0.04 -0.07
C -2.300262 4.443806 2.994810 0.54 -0.15 -0.54
H -1.999271 2.677283 -0.571619 0.12 0.17 -0.07
Si 2.463577 -0.823218 2.020384 0.68 -0.02 0.01
H 2.803820 -3.151441 1.096661 -0.10 -0.27 0.10
H 0.967896 6.693262 0.630663 -0.25 0.13 -0.10
H -3.472102 -2.283762 3.114233 -0.05 0.01 0.02
H -3.020249 2.324731 0.800878 -0.04 -0.07 0.14
H 4.294116 0.907441 2.279555 0.11 -0.04 0.18
H 4.335987 -1.678762 3.456145 0.23 0.06 -0.15
C -0.266028 -5.150727 0.739404 -0.07 -0.38 0.08
O -3.739868 1.453655 -1.903910 -0.04 0.19 0.04
C -0.029689 -3.828025 0.439791 0.02 0.36 -0.50
H 0.922770 0.747030 4.677779 -0.09 -0.18 -0.02
C 3.297674 -2.904680 -5.041953 0.04 0.03 -0.07
C 0.620819 -0.449305 1.978204 0.14 0.96 -1.63
C 0.244535 3.504604 1.342474 -0.29 0.16 0.61
C 1.871476 6.220356 0.993385 -0.32 -0.62 0.22
H 3.283727 -0.647932 4.414929 -0.03 0.22 0.17
C 0.706250 3.044344 0.021037 0.08 0.15 -0.28
H 1.447832 4.002236 -3.135400 0.00 0.05 -0.07
H 0.171053 -0.364937 -2.510098 0.30 0.06 0.01
H -2.765713 6.280247 0.450633 -0.24 -0.09 0.05
H 2.797094 -2.293807 4.054356 -0.09 -0.13 0.02
Si -1.508073 4.282488 1.251516 -0.94 0.24 0.26
C 2.128271 -3.130910 -2.953225 -0.05 0.10 0.08
H 2.392875 1.687127 -3.132524 0.01 -0.09 -0.06
H -3.412476 3.644146 -0.281783 -0.13 0.19 -0.04
C -2.593621 3.131654 0.211133 0.54 0.44 0.47
C -0.121623 -1.955278 -1.194142 -0.34 2.48 0.29
H 0.135047 -3.584061 5.026289 -0.08 -0.10 0.05
H 3.551061 -4.540208 -3.685864 0.03 -0.08 0.02
H -1.254198 6.806430 1.163601 0.13 0.15 0.14
N 0.349680 -2.193166 3.567876 0.18 0.31 -0.19
```
Positions in Å, forces in eV/Å.

Computed properties:
E_tot   -131835.1585 eV
LUMO level (spin up / spin down)   2.41 / 2.18 eV
Total charge   -1
E_HOMO (spin up / spin down)   -4.0 / -4.6 eV
Multiplicity   5

=====

Molecular formula: C6H9N
Method: DFT, ωB97M-V/def2-TZVPD

The geometry in XYZ format:
```
16
Properties=species:S:1:pos:R:3:forces:R:3
H -1.680749 0.317819 0.679179 -4.04 1.01 -2.67
C 0.928531 -1.497735 0.185930 0.38 2.83 -2.40
H -1.074006 1.179725 -1.909307 -4.22 1.44 1.15
H -0.386239 0.104120 -3.188885 -0.63 -0.02 -0.71
H 2.456568 -0.082486 0.524511 2.72 1.37 -0.54
N 0.982986 -1.244524 -1.329926 -0.06 0.48 0.23
C 1.708122 -0.558401 1.013090 -4.11 -0.22 -2.96
C 0.249311 -0.152243 0.398137 1.44 -1.22 -2.01
C -0.927911 0.057208 1.254053 4.22 3.57 2.69
C 0.296481 -0.156363 -1.239741 0.96 -0.33 2.50
H -1.090553 -0.821425 1.738546 -0.94 -2.19 1.94
H 0.652209 -2.451966 0.384605 -1.02 -2.59 1.12
C -0.297019 0.732359 -2.331080 4.07 -2.51 0.74
H 1.501631 -0.675559 2.011571 0.56 -0.08 2.42
H 0.343079 1.562957 -2.510118 1.05 0.52 -0.43
H -0.768943 0.988738 1.973655 -0.38 -2.05 -1.07
```
Positions in Å, forces in eV/Å.

Computed properties:
SMILES   CC1=N[C@H]2C[C@@]12C
E_tot   -7853.6598 eV
LUMO level   1.05 eV
Relative energy (zero: lowest compared OMol25 entry of this formula, charge and spin)   4.500 eV
Total charge   0
E_HOMO   -8.6 eV

=====

Molecular formula: C6H14BrN2O2
Method: DFT, ωB97M-V/def2-TZVPD

The geometry in XYZ format:
```
25
Properties=species:S:1:pos:R:3:forces:R:3
C -2.881120 1.537600 0.410760 6.61 -3.23 5.25
C -1.362120 1.060600 -1.483240 3.00 9.40 4.67
H -0.284120 1.169600 -1.646240 -0.06 0.01 0.28
O 2.983880 -1.424400 -1.818240 1.19 -0.58 -2.09
H -1.827120 1.888600 -2.076240 0.03 -0.86 0.79
N -1.625120 1.193600 0.035760 -2.38 0.48 -4.62
C -3.289120 1.406600 1.807760 0.53 -1.01 2.29
C 1.080880 -2.825400 -0.553240 -0.19 2.74 7.79
H 1.587880 -0.974400 0.584760 -3.63 3.21 4.47
O -3.666120 1.765600 -0.347240 -8.90 3.15 -8.91
H -4.283120 0.870600 1.882760 1.06 0.84 -0.36
N 1.836880 -1.710400 0.092760 4.20 -3.40 -4.13
C 2.797880 -1.046400 -0.691240 -2.58 -3.09 -0.44
H 1.688880 -3.431400 -0.982240 4.34 -3.56 -2.95
H -2.516120 0.698600 2.254760 -0.88 1.55 0.53
H -1.590120 0.214600 -1.765240 -2.82 -8.42 -2.94
H -3.397120 2.467600 2.166760 0.34 -1.31 0.48
H 0.624880 -3.428400 0.258760 -0.34 0.68 -0.53
H -0.975120 1.116600 0.707760 3.54 -0.64 2.57
H 0.483880 -2.416400 -1.201240 -3.98 1.74 -3.63
H 3.349880 0.004600 0.971760 -0.10 0.84 -1.15
H 4.307880 0.184600 -0.398240 5.91 0.96 -2.18
H 2.689880 0.920600 -0.436240 0.24 1.00 -0.02
Br 0.882880 0.605600 2.378760 -0.17 0.13 0.07
C 3.380880 0.151600 -0.154240 -4.97 -0.64 4.78
```
Positions in Å, forces in eV/Å.

Computed properties:
E_tot   -83566.7817 eV
LUMO level   3.40 eV
Relative energy (zero: lowest compared OMol25 entry of this formula, charge and spin)   3.931 eV
Total charge   -1
E_HOMO   -4.6 eV

=====

Molecular formula: C7H12N2
Method: DFT, ωB97M-V/def2-TZVPD

The geometry in XYZ format:
```
21
Properties=species:S:1:pos:R:3:forces:R:3
H 3.348606 -2.004271 0.283649 -1.34 -3.65 0.57
C -3.532694 -1.325843 -0.095190 -0.31 5.44 2.61
H -3.747397 -1.432765 1.000301 -0.70 -0.16 -1.08
H 2.267123 2.087896 -0.676100 0.54 -1.36 0.39
N 1.276322 -0.619874 -0.168386 0.01 0.00 -0.26
H 3.810640 1.594544 -0.115427 3.43 -0.01 -1.12
H -4.289661 -0.917926 -0.747538 -1.07 -0.59 0.33
H 2.687983 1.734610 0.924457 -0.86 -0.56 1.00
H 4.228363 -0.718250 0.973843 0.20 0.62 1.03
H -3.974456 1.174528 -0.230425 -4.13 0.54 -1.93
C -1.259373 -0.508329 -0.049161 1.26 0.93 -0.68
C 2.840109 1.313036 -0.056615 -3.75 2.31 -0.96
H 4.324546 -1.017152 -0.720042 -0.42 -0.20 0.83
C -0.032215 -0.386563 -0.175036 1.06 0.03 0.08
H -3.165139 -2.179106 -0.450651 1.80 -3.25 -1.57
C -3.023484 1.174160 0.041763 4.51 -0.57 0.30
N -2.539627 -0.179721 -0.165659 -0.17 -2.25 0.82
H -2.293340 1.737812 -0.528908 -0.61 0.75 -0.52
C 2.461811 -0.112817 -0.222355 -0.85 -1.07 2.68
H -3.011921 1.638527 1.007442 0.34 -0.47 1.30
C 3.623811 -1.052489 0.170041 1.04 3.52 -3.82
```
Positions in Å, forces in eV/Å.

Computed properties:
SMILES   CC(C)=NC#CN(C)C
E_tot   -10428.9642 eV
LUMO level   0.90 eV
Relative energy (zero: lowest compared OMol25 entry of this formula, charge and spin)   4.513 eV
Total charge   0
E_HOMO   -7.2 eV

=====

Molecular formula: C5H13N
Method: DFT, ωB97M-V/def2-TZVPD

The geometry in XYZ format:
```
19
Properties=species:S:1:pos:R:3:forces:R:3
N 0.470402 -0.222121 -1.848457 1.08 -0.28 1.58
H -0.484139 1.910869 -0.016981 -0.20 0.50 0.09
C -0.482150 -0.131412 0.651686 -0.81 1.02 -3.27
H 0.369283 -1.044445 -2.449348 0.07 0.29 0.68
C 2.036973 0.128760 0.155442 0.94 -1.49 -2.19
C -1.765001 -0.754166 0.042348 1.40 -2.72 -0.01
C 0.748590 -0.538089 -0.379220 -0.75 -1.05 0.33
H -1.850772 -0.696429 -1.067696 0.43 0.02 0.77
H -1.627440 -1.887229 0.303968 -0.89 1.79 -0.68
C -0.671534 1.393700 0.920762 0.89 -0.72 -0.01
H -0.199212 -0.585658 1.551390 0.09 -0.91 1.36
H -0.393891 0.265636 -1.861895 -0.70 0.53 -0.40
H 0.795756 -1.692199 -0.304042 0.12 1.76 0.08
H 2.339673 -0.199630 1.111060 -0.50 -0.18 1.67
H 3.000303 -0.158559 -0.373971 -1.39 0.45 -0.27
H -2.708176 -0.384566 0.376510 -0.50 0.22 0.86
H 0.085489 1.647707 1.642221 0.74 0.52 0.01
H -1.569505 1.767701 1.440542 -0.19 -0.77 -0.71
H 1.905345 1.180132 0.105686 0.16 1.02 0.09
```
Positions in Å, forces in eV/Å.

Computed properties:
SMILES   CC(C)[C@H](C)N
E_tot   -6884.9361 eV
LUMO level   1.05 eV
Relative energy (zero: lowest compared OMol25 entry of this formula, charge and spin)   1.261 eV
Total charge   0
E_HOMO   -9.2 eV

=====

Q: What is the formula in the seventh record?
A: C7H12N2